1.
82
Properties=species:S:1:pos:R:3:forces:R:3:lowdin_charge:R:1 method="wB97M-V/def2-TZVPD" gap_ev="7.32 / 5.88" lumo_energy_ev="-2.56 / -3.80" multiplicity=2 de_lowest_kcal_mol=34.78 molar_mass_g_mol=764.95 s2=0.7581 homo_ev="-9.88 / -9.67" charge=+1
H 2.6670 3.5961 5.2980 0.000 -0.006 0.005 0.109
H -3.1780 -0.6186 -0.9030 -0.011 -0.020 0.007 0.063
H -1.7659 3.2519 -2.9868 0.001 0.003 0.009 0.089
H -1.6458 1.3463 1.7087 -0.001 -0.017 -0.024 0.051
H -1.8505 0.2150 -4.1912 0.001 0.001 -0.001 0.078
C 1.0259 -5.4505 0.1161 0.004 -0.001 0.025 -0.099
H -1.4510 -6.6549 2.0686 0.000 0.004 0.002 0.113
H -1.4623 5.4329 0.9672 -0.010 -0.010 -0.002 0.090
C -1.1530 -3.8501 -2.3072 0.032 0.046 -0.034 -0.143
S 1.2731 1.3685 1.1806 -0.149 -0.152 0.151 0.943
C 2.2385 1.5279 2.6616 -0.055 0.073 0.119 -0.525
H 1.0762 -2.9030 -1.9718 -0.002 -0.026 0.008 0.036
S 2.3125 -2.9982 0.0900 -0.073 -0.270 -0.252 0.896
H -3.4797 4.7494 -0.0951 0.000 -0.005 -0.005 0.077
C -1.1539 3.9258 -2.3768 -0.027 -0.015 -0.029 -0.051
C -1.7988 4.7111 1.7054 0.019 0.068 -0.005 -0.052
H -2.8114 5.8986 -1.2625 0.001 0.002 0.014 0.096
H -2.6700 2.3527 2.7539 -0.019 -0.029 -0.033 0.103
H 3.0723 2.4590 -2.6747 -0.002 0.001 -0.012 0.126
C 2.8023 2.7428 4.6478 0.031 0.017 0.015 -0.069
H -2.6451 -2.7355 -1.2821 -0.015 -0.043 0.019 0.065
H -1.0990 4.8940 -2.8743 -0.008 -0.001 0.003 0.093
H -1.1440 -3.2814 -3.2397 0.028 0.000 0.008 0.068
C 3.1517 0.5296 2.9806 0.031 -0.032 -0.041 -0.633
C 2.8159 -0.8597 -3.3049 0.043 0.035 -0.061 -0.004
H -4.0894 -0.8253 1.3943 -0.007 -0.012 -0.013 0.079
H 0.0566 -7.3556 0.2330 0.003 0.003 -0.002 0.111
C 0.2145 -3.7308 1.6385 0.004 0.062 0.025 -0.660
S 0.1751 -2.0764 2.2664 -0.268 -0.167 0.438 0.583
C 3.9030 0.6534 4.1470 -0.005 0.028 -0.047 -0.092
O -1.0012 2.0211 -0.5327 0.107 0.018 0.059 -0.053
H 4.6110 -0.1225 4.4074 0.007 0.009 0.005 0.110
H -0.1801 -4.3198 -2.1723 -0.005 0.003 0.034 0.043
H -2.7962 4.9927 2.0521 0.003 -0.009 0.000 0.094
N -1.7725 3.3655 1.1582 0.144 -0.065 -0.061 -0.123
C 2.0598 2.6334 3.4830 0.032 -0.011 -0.046 -0.092
C -0.7406 -5.9509 1.6553 -0.021 0.013 0.025 -0.062
C 2.8865 1.4056 -2.5197 0.071 -0.046 0.017 0.006
H 4.2971 1.8312 5.8853 0.000 0.001 -0.001 0.113
H -2.5362 0.6719 -2.6337 0.004 0.002 0.000 0.058
H 3.5257 1.5937 0.4844 0.020 0.014 -0.019 0.090
H -0.9108 2.4634 2.8555 -0.011 0.027 -0.003 0.069
H -0.1548 3.5042 -2.3038 0.007 0.009 -0.004 0.079
C -1.6003 -3.0077 -1.1188 -0.048 0.003 -0.002 -0.371
H 2.7556 -3.3734 -2.2811 -0.001 0.004 -0.013 0.101
C 2.4335 -1.2567 -2.0367 0.044 -0.163 0.132 -0.325
H -3.6378 4.4344 -1.8203 0.011 0.004 -0.006 0.096
C -1.7490 2.3215 2.1674 -0.037 0.029 0.020 -0.055
H 2.5394 2.8539 -0.2804 -0.080 -0.003 0.018 0.100
C -1.4717 3.0939 -0.1518 -0.145 0.174 0.051 -0.502
C -0.6903 -0.4516 -2.4979 0.021 0.018 0.027 -0.405
H -1.1230 4.7600 2.5632 -0.001 -0.015 -0.002 0.088
C -2.5168 -0.5405 -0.0391 0.030 -0.038 0.079 -0.401
H -1.5762 -3.5980 -0.2040 0.024 0.014 0.004 0.048
H -0.0834 0.4485 -2.3914 -0.021 0.015 -0.033 0.044
H -2.3878 0.5123 0.1651 0.011 0.051 -0.052 0.019
C 2.5850 1.7948 -0.0326 -0.036 0.197 -0.098 -0.307
S 3.3601 -0.8589 1.9198 0.575 0.043 0.411 0.628
H 3.2759 0.8267 -4.5485 0.015 -0.003 0.002 0.122
Ru 1.4567 -0.9916 0.7443 -0.389 0.058 -0.475 0.268
H 1.7198 -5.7554 -0.6584 0.002 -0.004 0.001 0.116
H -2.6788 -0.9914 -3.2151 0.004 0.001 -0.002 0.070
C 2.5570 0.9399 -1.2578 -0.026 0.042 -0.037 -0.311
As -0.7999 -1.2351 -0.6976 -0.134 -0.103 -0.012 1.220
C 3.7209 1.7514 4.9729 -0.012 0.012 0.001 -0.061
H 2.9365 -1.5967 -4.0869 0.011 0.012 -0.006 0.129
H -0.1292 -1.1638 -3.1085 0.024 0.021 0.022 0.052
H -3.2927 -2.3288 0.9573 0.026 -0.009 -0.001 0.063
H -1.3429 -4.3610 2.9644 -0.002 -0.004 -0.001 0.110
C 0.1041 -6.3481 0.6227 0.028 -0.021 -0.033 -0.069
C -2.0172 -0.1237 -3.1672 -0.019 -0.009 0.009 -0.151
N -1.7091 4.1176 -1.0488 0.083 0.013 -0.045 -0.151
N 2.2833 -0.3546 -1.0541 0.132 0.035 -0.241 -0.068
C 1.0592 -4.1507 0.6089 0.047 0.022 -0.101 -0.521
H -1.8616 -4.6699 -2.4375 -0.012 0.017 -0.035 0.085
H 1.3478 3.4008 3.2041 -0.007 -0.007 0.014 0.099
C -3.1216 -1.2703 1.1552 0.026 0.044 0.019 -0.159
C 3.0117 0.4912 -3.5547 -0.025 -0.043 0.055 -0.015
C -0.6815 -4.6662 2.1633 0.011 -0.033 0.002 -0.113
C 2.1131 -2.7021 -1.7133 0.010 0.126 0.026 -0.320
C -2.9738 4.8409 -1.0502 -0.040 -0.002 0.000 -0.051
H -2.4895 -1.1957 2.0377 0.001 -0.001 0.008 0.026

2.
90
Properties=species:S:1:pos:R:3:forces:R:3:lowdin_charge:R:1 method="wB97M-V/def2-TZVPD" gap_ev=5.86 lumo_energy_ev=3.82 de_lowest_kcal_mol=78.95 molar_mass_g_mol=888.79 homo_ev=-2.04 charge=-2
C 2.4592 -4.8562 -2.7834 -0.066 0.013 0.013 -0.100
H 2.7081 3.4420 -5.6834 -0.008 -0.009 0.038 0.097
C -3.6441 -2.7382 -0.6571 0.225 0.041 0.133 -0.637
Cl 0.7229 3.9452 0.6472 0.510 1.277 0.062 0.639
H -5.4214 3.7785 3.2322 -0.056 0.000 0.054 0.051
N 2.5066 0.3008 0.1368 0.018 0.105 -0.128 -0.213
H 3.7971 -1.3013 -0.3893 -0.030 0.003 -0.018 0.113
C 3.1556 1.3027 0.9941 0.235 0.103 0.034 -0.207
H -5.5830 5.4545 2.6705 0.017 0.012 0.025 0.062
C -3.6405 4.5530 2.2902 -0.186 -0.085 0.100 -0.287
H 2.2117 1.7139 -1.3439 0.085 0.006 -0.088 0.055
H 2.6885 -5.9145 -2.8223 0.005 0.006 -0.004 0.093
C -4.1209 -3.0890 -1.9237 -0.051 0.007 0.064 -0.136
C -0.3909 0.0856 -2.3899 0.206 -0.053 -0.163 -0.236
O -1.4275 1.0745 -0.6273 -0.406 -0.324 -2.012 -0.301
C 2.6670 0.1718 -6.5358 0.017 0.028 -0.081 -0.102
H 0.3630 -5.1514 -2.4141 0.014 0.009 0.010 0.104
H -0.9402 -0.6627 -2.9587 0.038 -0.084 0.042 0.066
O -4.5597 1.6005 2.9177 -0.358 -0.076 -0.075 -0.533
Si 0.2126 -2.0267 2.7703 0.100 0.151 -0.159 -0.471
O -0.3245 4.9101 0.5120 -0.317 0.163 -0.050 -0.324
H 5.1637 -0.1547 2.9034 0.002 0.004 -0.004 0.101
C -2.6883 3.4952 2.8432 -0.090 -0.218 -0.248 -0.332
C -3.5217 -0.3631 5.0931 0.083 0.063 -0.012 -0.111
H 4.4889 -4.2419 -3.1156 -0.005 0.021 -0.003 0.093
C 1.1595 -4.4314 -2.5579 0.014 -0.102 -0.018 -0.075
C -4.9066 4.7315 3.1329 0.115 -0.056 -0.127 -0.121
H 3.9322 -2.2338 1.9090 -0.078 -0.020 0.045 0.085
C 3.1766 -2.5640 -2.8701 0.031 0.134 -0.009 -0.127
C -5.6181 -3.7927 0.2151 -0.018 0.028 0.006 -0.187
O 0.7815 3.1055 -0.5140 -0.172 -0.416 -0.387 -0.366
O 0.4572 3.1244 1.8081 0.308 1.190 0.842 -0.514
Cl -1.4759 -3.1052 3.5354 -0.326 -0.196 0.116 0.039
O 1.9870 4.6033 0.8218 0.142 0.075 0.034 -0.334
H -3.8679 -0.4282 6.1277 -0.011 0.001 -0.008 0.066
H -3.0673 1.7352 5.2235 0.071 0.035 0.025 0.093
Si 1.4860 -0.2665 -2.5247 0.255 -0.064 -0.255 0.774
H -4.3825 -0.2368 4.4399 -0.031 -0.010 0.020 0.058
C 2.5641 0.6825 -1.2754 -0.216 -0.229 0.140 -0.234
H -5.6994 -4.0815 -3.0017 0.095 0.064 -0.045 0.085
C -4.4498 -3.0890 0.4342 -0.043 -0.050 -0.158 -0.136
C 4.6555 1.0602 1.1656 -0.085 -0.079 0.005 -0.166
H -4.6514 5.0941 4.1321 -0.018 -0.011 0.011 0.068
H 2.1675 -1.4404 -5.2183 0.003 0.000 -0.040 0.095
Cl 0.9361 -1.2686 4.7200 0.081 0.161 0.243 -0.044
C 3.4692 -3.9160 -2.9440 0.094 -0.021 -0.013 -0.101
N -0.7836 0.0644 -0.9656 -0.411 0.854 -0.206 -0.443
K -0.1210 1.0176 1.2082 0.889 -2.064 1.282 0.609
H 2.9971 2.2881 0.5617 -0.090 -0.010 0.005 0.093
Se -1.9663 -1.9024 -0.3087 -0.295 -0.590 0.067 0.799
H 5.7614 -0.7923 1.3792 0.002 -0.025 0.025 0.098
H -0.1422 -2.7628 -2.2775 -0.091 -0.037 0.071 0.030
C 3.6675 -1.1910 1.7424 0.129 0.103 -0.126 -0.219
H 2.9391 -0.9264 2.5104 -0.011 -0.057 0.033 0.055
H -3.5593 -2.8275 -2.8120 0.024 -0.036 -0.004 0.084
H 5.1186 1.0766 0.1740 0.031 0.018 0.008 0.100
C 2.5902 2.3694 -5.5810 0.019 0.087 -0.058 -0.098
C 2.2035 1.8244 -4.3655 -0.019 -0.002 0.077 -0.088
H -1.7016 0.6749 5.5927 0.035 0.035 -0.014 0.098
H -0.6322 1.0690 -2.8038 0.014 0.014 0.019 0.088
H -3.1075 5.5045 2.2342 0.080 -0.044 -0.084 0.103
C 2.2817 -0.3667 -5.3160 -0.024 -0.040 0.069 -0.094
H 2.6745 1.3121 1.9788 0.036 -0.018 -0.016 0.118
H 3.6035 0.6700 -1.6603 -0.030 -0.054 -0.066 0.095
C -2.5581 0.8124 4.9297 -0.162 0.014 -0.026 -0.279
H 2.0208 2.4839 -3.5227 -0.006 0.034 -0.043 0.103
H 3.1232 1.9672 -7.6236 0.002 0.003 0.005 0.091
H -1.0972 1.5253 3.4679 -0.031 -0.002 0.177 0.057
H -2.6346 3.5349 3.9335 0.028 -0.007 0.020 0.094
S -3.1915 1.8005 2.3597 0.297 0.430 0.611 0.935
H -1.8466 -0.0422 3.0780 -0.008 0.013 0.003 0.026
H -1.6928 3.6166 2.4150 0.032 0.046 0.102 0.053
H -3.0239 -1.2978 4.8392 0.010 -0.017 0.014 0.014
C 2.8236 1.5438 -6.6722 -0.016 -0.048 0.030 -0.113
H -6.2417 -4.0911 1.0539 0.029 0.024 0.015 0.090
C 4.9070 -0.2962 1.8506 -0.062 0.042 -0.020 -0.191
N -6.0647 -4.1544 -0.9920 -0.098 -0.040 0.003 0.008
C 1.8736 -2.1152 -2.6346 -0.191 0.146 0.093 -0.254
H 3.9766 -1.8401 -2.9981 0.015 -0.027 0.015 0.104
H -4.1319 -2.8177 1.4329 -0.037 -0.061 0.029 0.079
H 2.8441 -0.4792 -7.3846 -0.003 -0.010 0.019 0.093
H 5.0946 1.8811 1.7367 0.019 0.022 -0.042 0.105
H 2.2169 -1.7782 0.2617 0.040 -0.025 -0.081 0.094
C 3.0305 -1.0554 0.3669 -0.052 -0.068 0.070 -0.203
C -5.3127 -3.7843 -2.0291 -0.097 -0.039 0.012 -0.204
C -2.0242 0.9492 3.5069 -0.256 -0.050 -0.158 -0.382
C 0.8723 -3.0750 -2.4903 -0.008 0.113 0.026 -0.091
Cl 1.5474 -3.7267 2.6370 0.177 -0.284 -0.063 0.022
H -3.9129 4.2809 1.2661 0.032 0.063 -0.017 0.108
C 2.0435 0.4448 -4.2050 -0.132 0.000 0.165 -0.226